27
Properties=species:S:1:pos:R:3:lowdin_charge:R:1 method="wB97M-V/def2-TZVPD" homo_ha=-0.4520 charge=+1 total_energy_ha=-553.32981 homo_lumo_gap_ev=7.907 relative_energy_kcal_mol=104.8 lumo_energy_ev=-4.4 smiles="C[NH+](C)C1=NN=C2C=CC=C[C@@]21C"
N 1.0151 1.2957 1.1081 0.102
N 1.2580 1.0244 -1.2001 -0.081
N 0.4300 0.7537 2.2080 0.120
C -0.3740 -0.2063 1.7943 -0.216
C -0.5528 -0.2784 0.2952 -0.264
C -0.2269 -1.7596 0.0014 -0.014
C 0.3945 1.3490 -2.3854 0.032
C -0.9767 -1.2196 2.7323 0.035
C -0.5493 -2.7173 0.8855 -0.062
C -2.1351 -0.0779 -0.0320 0.046
C 2.3672 2.0580 -0.9634 0.064
C 0.5442 0.7893 0.0273 -0.219
C -1.1018 -2.4781 2.1915 -0.034
H 3.2556 1.6190 -0.6674 0.088
H 2.4911 2.4771 -1.9305 0.084
H -2.3193 -0.4491 -1.0948 0.116
H -2.4233 0.9368 0.1293 0.076
H 1.6572 0.1045 -1.3698 0.184
H 1.9540 2.7878 -0.2499 0.116
H -0.9665 -0.8092 3.7677 0.135
H -0.3603 2.0817 -2.2259 0.106
H -0.0436 0.4847 -2.8304 0.096
H 0.9611 1.7941 -3.2440 0.123
H -1.4602 -3.3334 2.6838 0.100
H -0.4926 -3.7137 0.5189 0.112
H -2.6603 -0.5995 0.7277 0.067
H 0.3148 -1.9138 -0.8773 0.089

22
Properties=species:S:1:pos:R:3:lowdin_charge:R:1 method="wB97M-V/def2-TZVPD" homo_ha=-0.6385 charge=+2 total_energy_ha=-487.42509 homo_lumo_gap_ev=9.821 relative_energy_kcal_mol=75.2 lumo_energy_ev=-7.6 smiles="NN1CC=N[C@@](N)([NH3+])C1=[NH2+]"
N 2.1580 0.0790 -1.1863 0.262
N -0.8561 0.3934 1.0363 -0.091
N -0.0218 0.7225 -1.7582 0.152
N -1.4218 0.5816 2.3431 0.145
N 0.5227 -1.5998 -1.1466 0.114
N 0.8377 -1.1106 1.4865 0.222
C 0.2587 -0.2070 0.7408 -0.160
C -1.0761 1.2532 -1.2865 -0.018
C 0.6906 -0.1919 -1.0187 -0.446
C -1.7577 0.9954 0.0068 -0.031
H 2.3302 -0.0978 -2.2986 0.271
H 2.7786 -0.5422 -0.7074 0.150
H 0.7252 -1.1872 2.5349 0.184
H 0.4961 -1.9553 -2.1118 0.138
H -1.7477 1.7488 -1.9085 0.130
H -0.9480 0.0515 3.1707 0.170
H -0.2973 -1.9656 -0.6413 0.133
H -2.5920 0.2692 -0.0888 0.178
H -2.1821 1.9201 0.2868 0.129
H -1.7605 1.5083 2.3825 0.096
H 2.4534 1.0008 -0.8037 0.198
H 1.4100 -1.6664 0.9679 0.074

20
Properties=species:S:1:pos:R:3:lowdin_charge:R:1 method="wB97M-V/def2-TZVPD" homo_ha=-0.3137 charge=0 total_energy_ha=-784.13608 homo_lumo_gap_ev=9.303 relative_energy_kcal_mol=54.3 lumo_energy_ev=0.8 smiles="Cc1ccsc1.C=C=CO"
S -0.8962 -1.4333 0.6002 0.955
O 2.1293 0.2060 0.0765 -0.043
C -2.4918 0.5750 -0.0092 -0.444
C -3.1693 -0.6381 -0.2397 -0.194
C 5.0913 -1.6538 -0.4735 0.007
C -2.4649 -1.7986 -0.0256 -0.421
C -1.2459 0.2671 0.4819 -0.379
C -3.0895 1.9238 -0.0921 -0.061
C 2.8364 -0.9205 0.4792 -0.207
C 3.9928 -1.2209 0.0460 -0.114
H -3.3498 1.8668 -1.2695 0.138
H -2.9098 -2.7946 0.1429 0.072
H 2.4133 -1.3291 1.3260 0.091
H 5.0473 -2.3552 -1.2921 0.058
H 6.0531 -1.3320 -0.0148 0.074
H -4.0435 -0.5276 -0.8857 0.112
H 2.5277 0.6109 -0.7259 0.117
H -0.4758 1.0288 0.7524 0.083
H -2.4051 2.6839 0.2419 0.062
H -3.9797 1.9962 0.5927 0.095

6
Properties=species:S:1:pos:R:3:lowdin_charge:R:1 method="wB97M-V/def2-TZVPD" homo_ha="-0.4210 / -0.3490" charge=0 total_energy_ha=-664.98151 homo_lumo_gap_ev="9.715 / 7.477" relative_energy_kcal_mol=132.4 lumo_energy_ev="-1.7 / -2.0"
Si -2.7224 -0.0979 0.1548 0.496
F -3.3769 0.4430 1.4714 -0.067
F -3.4578 -1.3655 -0.5222 -0.105
F -2.5064 1.0161 -0.9066 -0.069
O 0.0993 -0.6640 -0.3058 -0.141
H 0.3525 -0.2129 -1.0291 -0.114

16
Properties=species:S:1:pos:R:3:lowdin_charge:R:1 method="wB97M-V/def2-TZVPD" homo_ha=-0.2877 charge=0 total_energy_ha=-682.13030 homo_lumo_gap_ev=8.647 relative_energy_kcal_mol=22.3 lumo_energy_ev=0.8 smiles="CNC(=NS)NC"
S 2.9548 -0.8246 0.0376 0.688
N 0.4190 0.6291 -0.6772 -0.049
N 1.3565 -1.3885 0.1945 -0.342
N -0.8635 -1.3338 -0.3745 -0.016
C -2.0270 -0.7154 0.2785 -0.081
C 0.3599 -0.7003 -0.2500 -0.580
C 0.7320 1.6753 0.2652 -0.110
H -2.9169 -1.2990 0.0571 0.083
H 2.7520 0.1119 -0.8910 -0.156
H -0.0131 1.7861 1.0213 0.071
H -1.9192 -0.6825 1.3579 0.084
H 1.6650 1.4375 0.7628 0.045
H -0.7942 -2.3157 -0.1644 0.116
H -2.1751 0.2428 -0.1026 0.047
H 0.8854 2.5912 -0.2686 0.079
H -0.4154 0.7859 -1.2466 0.121

12
Properties=species:S:1:pos:R:3:lowdin_charge:R:1 method="wB97M-V/def2-TZVPD" homo_ha=-0.3485 charge=0 total_energy_ha=-306.42517 homo_lumo_gap_ev=10.588 relative_energy_kcal_mol=50.9 lumo_energy_ev=1.1 smiles=C1O[C@H]2C[C@H]2O1
O -0.7285 0.8543 -0.8064 -0.047
O -0.7797 -0.5737 0.9834 -0.047
C 1.4015 0.3373 0.3106 -0.012
C 0.4303 -0.8135 0.3115 -0.250
C 0.4646 0.1139 -0.8471 -0.250
C -1.5792 0.2072 0.1185 -0.192
H -2.0946 0.9683 0.7109 0.135
H 2.4583 0.1273 0.1713 0.106
H 0.8130 -0.1508 -1.8409 0.151
H 1.1633 1.1673 0.9695 0.122
H -2.3093 -0.4265 -0.4094 0.133
H 0.7485 -1.8514 0.2847 0.151

35
Properties=species:S:1:pos:R:3:mulliken_spin:R:1 method="wB97M-V/def2-TZVPD" s2=6.048 homo_ha="-0.7146 / -0.7680" charge=+3 multiplicity=5 total_energy_ha=-1083.16605 homo_lumo_gap_ev="8.155 / 6.787" relative_energy_kcal_mol=75.2 lumo_energy_ev="-11.3 / -14.1"
Pt -0.7774 -0.3810 -0.7068 1.677
O 0.1027 1.6767 -0.6834 0.127
O -0.5285 -0.5137 -2.6569 0.235
O -1.8259 -2.5325 -0.4233 0.089
N -1.2205 -0.5660 1.3356 0.009
N 0.6581 3.7191 0.0354 0.010
N 0.3746 -1.7947 1.8113 0.187
N -0.4420 1.1171 -4.1985 0.021
N 2.2052 3.6652 3.0340 -0.003
C 0.6673 2.4178 0.1593 0.019
C -1.9651 -2.9118 0.9721 0.038
C 0.9194 0.6529 2.0417 0.238
C 1.5208 1.8299 1.3097 -0.010
C -0.3768 -0.1438 -3.8848 -0.006
C 1.0274 0.4614 3.4006 -0.063
C 0.6671 -0.7743 3.9998 0.240
C -0.1408 -1.1951 -4.9040 0.004
C 1.9145 2.8635 2.2678 0.022
C 0.3873 -1.8774 3.2054 0.196
C 0.1494 -0.4123 1.3768 0.337
C -1.1259 -1.8930 1.6500 0.569
H -2.5387 -2.9153 -0.9584 0.001
H -0.6005 1.8311 -3.5009 0.000
H 1.4381 1.2448 4.0316 0.002
H -3.0000 -2.8287 1.3097 0.015
H 0.7647 -1.7469 -4.6456 0.001
H 1.1161 4.3363 0.6965 0.002
H -0.3647 1.4084 -5.1651 0.000
H -1.5940 -3.9241 1.1305 0.002
H 0.3464 -2.8927 3.5904 0.006
H -0.9753 -1.8975 -4.8880 0.000
H -0.0362 -0.7714 -5.8997 0.003
H 2.4394 1.4836 0.8066 0.030
H 0.6649 -0.8845 5.0775 0.003
H 0.1490 4.1491 -0.7269 -0.001

13
Properties=species:S:1:pos:R:3:lowdin_charge:R:1 method="wB97M-V/def2-TZVPD" homo_ha=-0.3638 charge=0 total_energy_ha=-394.82281 homo_lumo_gap_ev=8.214 relative_energy_kcal_mol=90.8 lumo_energy_ev=-1.7
O 2.6258 -0.1181 -0.0627 0.084
N -2.2110 -0.2008 0.0296 0.142
N -0.5575 -1.7654 0.0403 0.145
N 0.3090 0.3253 -0.0874 -0.051
C -0.0274 1.7679 0.1175 -0.009
C 1.4245 -0.4337 0.1248 -0.388
C -0.8384 -0.3917 -0.1271 -0.432
C 0.7759 -1.7030 0.1252 -0.027
H 1.0175 2.1130 -0.0583 0.088
H 1.3967 -2.5532 -0.1293 0.126
H -0.6024 2.0494 1.0490 0.105
H -2.6930 -1.1481 -0.0999 0.068
H -0.6198 2.0585 -0.9216 0.148